(1)
Density functional theory data (ωB97M-V with the def2-TZVPD basis set) for C18H33FN6O7SW as an isolated structure.

Properties
- LUMO (spin up / spin down): -6.9347 / -6.9342 eV
- Relative energy (zero: lowest compared OMol25 entry of this formula, charge and spin): 0.00 kcal/mol
- HOMO-LUMO gap (spin up / spin down): 0.2604 / 0.2604 Eh
- HOMO energy (spin up / spin down): -14.02 / -14.02 eV

Geometry as ORCA input:
```
! wB97M-V def2-TZVPD RIJCOSX def2/J DEFGRID3
* xyz 2 1
W 0.46362 -0.18548 -0.03190
C 2.27706 -2.76004 -0.29800
N 1.49104 -2.03125 0.74124
C 2.41772 -1.76385 1.87177
C 0.38222 -2.91759 1.19007
C -0.62422 -2.13567 1.99885
N -1.23722 -1.03104 1.18422
C -2.32702 -1.62442 0.34471
C -1.88434 -0.09480 2.15143
H 2.65202 -3.69118 0.13125
H 3.11379 -2.14658 -0.61797
H 1.65409 -2.96910 -1.15930
H 2.83873 -2.70638 2.22582
H 1.90857 -1.26212 2.68861
H 3.22576 -1.12692 1.51742
H 0.78542 -3.74269 1.78245
H -0.07837 -3.34401 0.30062
H -0.15992 -1.68694 2.87588
H -1.42283 -2.79109 2.35241
H -3.12276 -1.96792 1.00686
H -1.94152 -2.46373 -0.22341
H -2.71550 -0.87949 -0.33746
H -2.59613 -0.65575 2.75908
H -2.41080 0.68325 1.61113
H -1.12630 0.33572 2.79844
C -1.15347 3.48300 -1.97497
C -0.31975 2.39247 -1.40664
N -0.81303 1.41260 -0.65646
O -2.18446 1.45654 -0.47837
C 1.07848 2.23205 -1.65203
C 2.02714 3.15639 -2.33186
N 1.36451 1.07628 -1.10629
O 2.34735 0.24447 -0.76668
H -1.78910 3.09501 -2.77579
H -0.52512 4.26182 -2.40057
H -1.80395 3.91627 -1.21643
H -2.55642 1.09902 -1.30574
H 1.70805 3.37242 -3.35298
H 3.02411 2.72485 -2.37766
H 2.07957 4.10593 -1.79583
F 1.42944 2.47154 -5.69005
C 1.67027 1.28897 -5.13168
C 0.69287 0.40931 -4.91167
N 0.94370 -0.81155 -4.30321
C -0.17346 -1.65262 -3.88720
C -0.76942 -1.04175 -2.63100
O -1.71915 -0.30006 -2.64597
O -0.10964 -1.36705 -1.50111
C 2.21453 -1.17689 -3.88554
O 2.43939 -2.21021 -3.29447
N 3.19926 -0.26494 -4.19294
C 3.05590 1.00837 -4.74796
O 3.97795 1.77759 -4.82431
H -0.33091 0.60735 -5.19771
H 0.21354 -2.64883 -3.69780
H -0.92895 -1.67871 -4.66881
H 4.13888 -0.53576 -3.93343
C 3.03649 2.38458 1.96677
S 1.26150 2.34785 1.83434
C 0.80358 2.72237 3.51041
O 0.96437 0.81001 1.73228
H 3.33557 3.41927 2.13864
H 3.44176 2.03377 1.01892
H 3.35339 1.74472 2.78900
H 1.14647 3.73485 3.72689
H 1.26773 2.00120 4.18156
H -0.28194 2.68709 3.57694
*
```

Löwdin population analysis, charges in e, atoms 1 to 8: 1.7865 -0.0528 -0.3587 -0.0550 -0.1570 -0.1506 -0.3400 -0.0345



(2)
Density functional theory data (ωB97M-V with the def2-TZVPD basis set) for a 7-piece molecular cluster, C27H44ClIN7O9 overall.

Properties
- LUMO: 1.2395 eV
- HOMO-LUMO gap: 0.2179 Eh
- HOMO energy: -4.69 eV

Geometry as ORCA input:
```
! wB97M-V def2-TZVPD RIJCOSX def2/J DEFGRID3
* xyz -1 1
C -0.94549 5.00074 0.83630
C -1.02039 3.88873 -0.18326
C -1.81855 3.99592 -1.29699
C -1.91656 2.98503 -2.24513
C -1.18978 1.80786 -2.05883
C -1.20567 0.57212 -2.94737
C -1.94576 0.75092 -4.26546
C -1.92260 -0.56079 -2.13630
C -0.35712 1.72735 -0.94702
O 0.38566 0.56833 -0.79006
C 1.77237 0.74627 -0.86747
C 2.45312 0.84388 0.52363
C 1.59168 0.16110 1.59519
C 2.35063 0.00394 2.97878
C 2.01098 -1.22401 3.89783
C 0.63102 -1.93433 4.00556
C 0.62467 -2.81200 5.22722
N 1.54768 -3.88779 5.23107
O -0.10270 -2.62948 6.18674
C 3.88226 -0.13197 2.74283
C 4.04181 -0.87652 1.43403
I 6.03366 -1.63432 1.14766
N 3.79670 0.14204 0.38583
C -0.25937 2.73903 -0.01307
H -0.16292 4.77826 1.56401
H -1.87619 5.06469 1.40846
H -0.76685 5.96128 0.35351
H -2.39924 4.90179 -1.43952
H -2.56128 3.12319 -3.10238
H -0.16509 0.28375 -3.09918
H -1.80679 -0.16957 -4.84496
H -3.01543 0.80314 -4.06974
H -1.59057 1.58288 -4.87382
H -1.23190 -1.32460 -1.78504
H -2.72446 -0.98799 -2.74322
H -2.38931 -0.14193 -1.24338
H 2.17018 -0.12007 -1.41433
H 2.01495 1.64552 -1.43789
H 2.66583 1.89332 0.73592
H 0.69219 0.72579 1.78825
H 1.34097 -0.85933 1.24348
H 2.15634 0.93775 3.50209
H 2.24910 -0.88410 4.91151
H 2.70339 -1.99542 3.54354
H -0.23262 -1.28822 3.96087
H 0.56511 -2.57053 3.10950
H 2.17877 -3.80254 6.01873
H 2.10855 -3.90577 4.38772
H 4.38114 0.83056 2.61006
H 4.30650 -0.68078 3.57913
H 3.39466 -1.74252 1.33341
H 3.92112 -0.26358 -0.54539
H 4.54439 0.82850 0.49335
H 0.37231 2.64629 0.86221
C -6.44959 0.20774 -4.38284
C -5.57749 1.33198 -4.06927
N -4.87070 2.20951 -3.84298
H -6.00342 -0.71586 -4.01603
H -7.42175 0.34654 -3.91522
H -6.58474 0.13576 -5.45566
C 3.19554 3.36152 6.20691
N 3.69588 2.34822 5.23960
O 3.57589 2.58512 4.05613
O 4.18800 1.34099 5.70197
H 2.78558 4.19305 5.64660
H 2.43510 2.87974 6.81420
H 4.03930 3.67037 6.81616
N 2.62106 3.34007 -3.96418
O 3.37352 2.82229 -3.09564
O 1.96139 2.60209 -4.71998
O 2.54652 4.57593 -4.05700
N 1.57700 -7.92428 3.14008
C 1.90120 -8.20737 1.83983
C 2.05070 -7.01815 1.17853
C 1.80981 -5.97745 2.11826
C 1.52457 -6.56868 3.32010
H 1.40281 -8.60584 3.85396
H 1.99429 -9.22420 1.49859
H 2.30075 -6.90421 0.13697
H 1.83809 -4.91611 1.92930
H 1.28478 -6.14134 4.27863
C -7.53366 1.57795 -8.80304
N -7.89466 1.32508 -7.38166
O -8.25249 0.20431 -7.07355
O -7.80363 2.26025 -6.61919
H -7.66234 0.65577 -9.35653
H -8.19431 2.35707 -9.17014
H -6.49974 1.90944 -8.81891
Cl -0.63439 -1.54908 1.71741
*
```

Löwdin population analysis, charges in e, atoms 1 to 8: -0.0552 -0.2768 -0.0526 -0.0011 -0.1171 -0.3258 -0.0863 -0.0446



Number 1: E_tot -2125.52247 Eh. Number 2: E_tot -2873.21831 Eh.